1.
# C6H15N3O

The ion C6H15N3O with charge +2 at a distorted geometry (wB97M-V/def2-TZVPD, the Open Molecules 2025 dataset).

## Properties
DFT total energy, Ha: -476.3811
Gap between HOMO and LUMO (spin up / spin down), eV: 7.288 / 9.065
⟨S²⟩: 2.0188
HOMO (spin up / spin down), eV: -13.8 / -18.7

The geometry in ORCA input format:
```
! wB97M-V def2-TZVPD RIJCOSX def2/J DEFGRID3
* xyz 2 3
C 2.994 0.202 0.244
C -0.755 -0.240 0.076
C 0.612 0.495 0.104
C -0.814 -1.679 0.173
C 0.738 1.979 0.130
C -2.117 0.425 0.259
N 4.003 -0.604 -0.191
N 1.753 -0.212 0.023
N -3.022 0.071 -1.057
O -2.754 -0.150 1.239
H 3.306 1.109 0.808
H -1.855 -2.001 -0.177
H -0.099 -2.248 -0.496
H -0.589 -1.940 1.233
H -0.147 2.451 0.372
H 1.509 2.203 0.883
H 1.130 2.474 -0.814
H -2.132 1.563 0.240
H 4.886 -0.295 0.166
H 3.998 -1.478 -0.718
H 1.587 -1.179 -0.178
H -3.693 -0.613 -0.759
H -2.514 -0.269 -1.833
H -3.613 0.900 -1.364
H -2.412 -0.965 1.634
*
```

---

2.
# C6H15N4

The ion C6H15N4 with charge +1 at a distorted geometry (wB97M-V/def2-TZVPD, the Open Molecules 2025 dataset).

## Properties
DFT total energy, Ha: -456.3623
SMILES: NC(=[NH2+])CN1CCNCC1
Gap between HOMO and LUMO, eV: 9.455
HOMO, eV: -12.3

The geometry in ORCA input format:
```
! wB97M-V def2-TZVPD RIJCOSX def2/J DEFGRID3
* xyz 1 1
N 3.197 -0.257 0.096
C 1.898 -0.155 -0.075
N 1.229 -1.198 -0.436
C 1.214 1.235 -0.160
N -0.159 1.250 -0.129
C -0.954 0.893 -1.288
C -1.699 -0.513 -1.101
N -1.155 -1.194 0.136
C -1.132 -0.531 1.452
C -0.897 0.983 1.051
H 3.784 0.584 0.371
H 3.776 -1.109 -0.201
H 1.631 -2.156 -0.746
H 0.207 -1.393 -0.177
H 1.618 1.871 0.641
H 1.579 1.577 -1.118
H -0.355 0.983 -2.239
H -1.830 1.539 -1.445
H -2.767 -0.303 -0.994
H -1.622 -1.139 -1.969
H -1.561 -2.154 0.320
H -0.441 -0.947 2.205
H -2.188 -0.533 1.951
H -1.809 1.496 1.047
H -0.428 1.451 2.002
*
```

---

3.
# C6H15NNaO2

A structure of composition C6H15NNaO2 at a distorted geometry (wB97M-V/def2-TZVPD, the Open Molecules 2025 dataset).

## Properties
DFT total energy, Ha: -604.8088
Gap between HOMO and LUMO, eV: 6.548
HOMO, eV: -11.5

The geometry in ORCA input format:
```
! wB97M-V def2-TZVPD RIJCOSX def2/J DEFGRID3
* xyz 1 1
Na 2.304 -3.217 2.772
C -0.949 3.654 0.307
O -0.604 3.370 -1.014
C -0.789 1.934 -1.153
C 0.439 1.170 -0.492
N 0.413 -0.264 -0.999
C 1.501 -0.981 -0.321
C 0.840 -2.296 -0.350
O 0.455 -2.677 0.976
C -1.000 -2.764 1.063
H -1.167 4.722 0.325
H -0.107 3.443 0.966
H -1.799 3.070 0.660
H -0.570 1.877 -2.220
H -1.794 1.616 -0.874
H 0.263 1.303 0.576
H 1.319 1.775 -0.707
H -0.468 -0.675 -1.273
H 1.479 -0.505 0.659
H 2.472 -0.842 -0.798
H 1.654 -2.955 -0.651
H 0.085 -2.566 -1.087
H -1.421 -3.742 0.831
H -1.420 -1.837 0.671
H -1.137 -2.612 2.134
*
```

---

What did the third record say?
# C6H15NNaO2

A structure of composition C6H15NNaO2 at a distorted geometry (wB97M-V/def2-TZVPD, the Open Molecules 2025 dataset).

## Properties
DFT total energy, Ha: -604.8088
Gap between HOMO and LUMO, eV: 6.548
HOMO, eV: -11.5

The geometry in ORCA input format:
```
! wB97M-V def2-TZVPD RIJCOSX def2/J DEFGRID3
* xyz 1 1
Na 2.304 -3.217 2.772
C -0.949 3.654 0.307
O -0.604 3.370 -1.014
C -0.789 1.934 -1.153
C 0.439 1.170 -0.492
N 0.413 -0.264 -0.999
C 1.501 -0.981 -0.321
C 0.840 -2.296 -0.350
O 0.455 -2.677 0.976
C -1.000 -2.764 1.063
H -1.167 4.722 0.325
H -0.107 3.443 0.966
H -1.799 3.070 0.660
H -0.570 1.877 -2.220
H -1.794 1.616 -0.874
H 0.263 1.303 0.576
H 1.319 1.775 -0.707
H -0.468 -0.675 -1.273
H 1.479 -0.505 0.659
H 2.472 -0.842 -0.798
H 1.654 -2.955 -0.651
H 0.085 -2.566 -1.087
H -1.421 -3.742 0.831
H -1.420 -1.837 0.671
H -1.137 -2.612 2.134
*
```

---

- Which value of DFT total energy does entry 2 give?
  -456.3623 Ha

---

- What is the formula in the first record?
  C6H15N3O